Record 1
# C16H39B4NO14P2

C16H39B4NO14P2 as an isolated structure at a distorted geometry (wB97M-V/def2-TZVPD, the OMol25 dataset).

Positions of all 76 atoms, in Å:
C: -1.745 0.689 -2.743
O: -1.199 1.994 -2.721
C: -2.062 2.939 -2.098
B: -3.590 2.873 -2.573
O: -3.893 3.278 -3.897
B: -4.678 2.291 -4.451
N: -5.201 2.327 -5.820
C: -6.162 1.578 -5.931
O: -7.078 0.879 -6.023
O: -4.979 1.164 -3.646
B: -5.529 1.728 -2.464
B: -7.161 1.596 -2.041
C: -8.034 2.917 -2.222
O: -7.729 0.422 -1.579
O: -4.608 2.465 -1.700
H: -0.885 0.000 -2.822
H: -2.350 0.485 -3.647
H: -2.269 0.400 -1.815
H: -2.039 2.905 -0.992
H: -1.689 3.938 -2.395
H: -7.989 3.268 -3.271
H: -9.088 2.746 -1.954
H: -7.583 3.723 -1.616
H: -7.006 -0.215 -1.579
O: 2.156 -0.874 -1.169
P: 3.527 -0.889 -1.771
O: 3.203 -0.667 -3.361
C: 2.804 0.630 -3.808
C: 3.982 1.586 -3.891
O: 3.774 -2.520 -1.802
C: 3.082 -3.377 -0.894
C: 1.872 -4.003 -1.560
O: 5.162 -0.674 -2.021
C: 5.997 -0.475 -0.859
C: 6.181 -1.747 -0.050
H: 2.024 1.029 -3.152
H: 2.367 0.500 -4.798
H: 4.374 1.812 -2.896
H: 3.684 2.525 -4.360
H: 4.796 1.145 -4.466
H: 2.800 -2.840 0.013
H: 3.781 -4.162 -0.594
H: 1.236 -3.252 -2.028
H: 1.280 -4.564 -0.834
H: 2.190 -4.686 -2.350
H: 5.578 0.321 -0.238
H: 6.964 -0.133 -1.226
H: 5.261 -2.013 0.478
H: 6.965 -1.616 0.697
H: 6.441 -2.584 -0.696
O: -0.700 -1.909 3.899
P: 0.108 -0.871 4.615
O: -1.006 0.299 4.893
C: -1.993 0.083 5.900
C: -1.425 0.261 7.297
O: 0.877 -0.201 3.321
C: 1.076 -0.950 2.119
C: 0.019 -0.611 1.090
O: 1.216 -0.115 5.610
C: 2.379 -0.871 6.012
C: 3.370 -1.061 4.878
H: -2.435 -0.912 5.784
H: -2.782 0.816 5.728
H: -0.703 -0.525 7.531
H: -2.219 0.226 8.045
H: -0.901 1.214 7.381
H: 1.096 -2.021 2.327
H: 2.061 -0.682 1.730
H: -0.989 -0.696 1.498
H: 0.104 -1.266 0.223
H: 0.138 0.421 0.756
H: 2.066 -1.836 6.419
H: 2.851 -0.310 6.819
H: 2.988 -1.768 4.137
H: 4.314 -1.456 5.256
H: 3.557 -0.119 4.364

The value obtained for the HOMO-LUMO gap is 9.198 eV. As for the HOMO energy: -9.70 eV. The calculation puts the largest force on an atom at 8.10 eV/A. The energy is -2523.64257 Eh.

=====

Record 2
# C6H8N2O2

A 2-piece molecular cluster, C6H8N2O2 overall at a distorted geometry (wB97M-V/def2-TZVPD, the OMol25 dataset).

Positions of all 18 atoms, in Å:
C: -0.700 0.352 -1.091
C: 0.199 -0.668 -0.902
C: -0.891 0.178 1.229
C: 2.628 1.113 0.381
C: -2.148 1.912 0.035
C: 0.860 -2.457 0.657
N: -1.256 0.722 0.111
N: 0.330 -1.221 0.244
O: 3.464 0.355 0.180
O: 1.749 1.765 0.736
H: -0.949 0.909 -1.954
H: 0.743 -1.025 -1.889
H: -3.152 1.567 -0.204
H: -2.122 2.381 0.983
H: -1.769 2.560 -0.755
H: 1.992 -2.563 0.822
H: 0.258 -2.753 1.550
H: 0.764 -3.128 -0.135

The spin multiplicity is 3. The value obtained for the HOMO-LUMO gap (alpha / beta) is 5.630 / 7.006 eV. The energy above the lowest of the compared OMol25 structures with the same formula, charge and spin is 68.1 kcal per mole. The expectation value of S² is 2.03. As for the HOMO energy (alpha / beta): -5.00 / -8.22 eV. The calculation puts the largest force on an atom at 5.21 eV/A. The energy is -493.19014 Eh.